# 1
Density functional theory data (wB97M-V/def2-TZVPD) for C32H26F6N2O4P2ReS2 as an isolated structure at a distorted geometry.

```
75
Properties=species:S:1:pos:R:3:forces:R:3:mulliken_charge:R:1
Re 0.132219 -0.062019 -0.272233 -1.5 1.2 0.2 0.70
C -0.757081 3.170981 0.590267 0.2 -0.3 0.1 -0.69
P 0.807319 2.222181 0.313067 -1.2 1.1 0.4 1.47
C 1.841819 2.681281 1.706967 0.0 -0.1 -0.4 0.79
C 2.124119 4.048181 1.789067 0.0 -0.1 0.1 -0.58
C 2.853919 4.527781 2.860067 0.0 0.1 -0.1 -0.83
C 3.306019 3.650581 3.835367 0.0 -0.1 0.0 -0.61
C 3.029719 2.294681 3.742667 0.0 -0.1 0.1 -0.77
C 2.288119 1.800581 2.679967 0.0 0.0 -0.1 -0.44
C 1.500919 2.877481 -1.216533 -0.1 -0.2 0.1 0.79
C 0.698719 2.827981 -2.357433 0.0 0.0 0.1 -0.70
C 1.209919 3.239481 -3.573633 0.0 0.1 0.0 -0.67
C 2.510119 3.719581 -3.648433 -0.1 0.0 0.0 -0.70
C 3.302119 3.782481 -2.511833 0.0 0.0 0.0 -0.84
C 2.811119 3.341681 -1.294433 0.0 0.0 0.0 -0.66
C -1.855681 2.414381 -0.046733 -1.0 1.5 0.2 -0.34
C -3.167181 2.770681 -0.278333 1.8 0.1 0.5 -1.00
C -3.815681 1.646881 -0.835033 0.7 -1.7 -0.4 -1.01
C -2.873581 0.647981 -0.934533 -1.6 0.1 -0.1 0.03
C -2.963381 -0.769519 -1.340233 0.4 -0.2 0.0 -0.96
P -1.779081 -1.613719 -0.189233 -1.6 0.5 -0.3 1.29
C -1.712581 -3.329019 -0.724633 0.2 0.1 0.3 1.13
C -1.836781 -4.365619 0.201767 0.0 0.1 -0.1 -0.86
C -1.852481 -5.675219 -0.245033 0.0 -0.1 0.0 -0.82
C -1.740281 -5.957619 -1.596633 0.0 0.1 0.0 -0.55
C -1.611981 -4.926119 -2.515933 0.0 0.1 -0.1 -0.91
C -1.595981 -3.613719 -2.086533 0.1 0.1 0.1 -0.53
C -2.549581 -1.493219 1.438467 0.3 -0.1 -0.2 0.45
C -1.986881 -0.660719 2.402467 0.1 -0.2 -0.3 0.07
C -2.584681 -0.536919 3.641167 0.0 0.1 0.1 -0.87
C -3.745281 -1.242519 3.920567 0.1 0.0 -0.1 -0.63
C -4.313381 -2.063719 2.959667 -0.1 0.0 -0.1 -0.85
C -3.720681 -2.195719 1.717067 0.0 0.1 -0.1 -0.41
N -1.651881 1.105381 -0.450233 2.9 -1.9 -0.1 1.00
H -0.684281 4.185781 0.195467 0.2 0.0 0.0 0.60
H -0.936681 3.245481 1.666767 0.2 0.0 0.0 0.53
H 1.772619 4.722181 1.019767 0.0 0.1 0.0 0.43
H 3.068219 5.583781 2.928067 0.0 0.1 0.0 0.46
H 3.878519 4.029781 4.668267 0.0 0.0 0.1 0.43
H 3.389619 1.620881 4.503467 0.0 -0.1 0.1 0.47
H 2.056119 0.747081 2.603467 0.1 -0.1 0.1 0.46
H -0.312181 2.447881 -2.287233 -0.1 0.1 -0.1 0.32
H 0.598119 3.182781 -4.460433 -0.1 0.0 -0.1 0.50
H 2.908519 4.035181 -4.599233 0.0 0.1 -0.1 0.45
H 4.307219 4.171381 -2.568633 0.1 0.0 0.0 0.46
H 3.439419 3.361481 -0.415733 0.1 0.0 0.0 0.51
H -3.618981 3.716681 -0.061033 0.0 0.3 0.1 0.61
H -4.847581 1.582781 -1.119533 -0.2 -0.1 -0.1 0.56
H -2.635281 -0.907719 -2.375133 0.0 -0.2 0.1 0.52
H -3.979181 -1.157119 -1.239033 0.1 -0.1 0.1 0.57
H -1.910381 -4.149019 1.256867 0.0 0.0 0.1 0.61
H -1.942381 -6.481019 0.464467 0.0 -0.1 0.1 0.48
H -1.756881 -6.980419 -1.938033 0.0 -0.1 0.0 0.46
H -1.531681 -5.143019 -3.568533 0.0 0.0 -0.1 0.49
H -1.482881 -2.811919 -2.801533 0.0 0.0 -0.1 0.34
H -1.068681 -0.126519 2.166067 0.0 0.1 0.2 0.11
H -2.145781 0.105981 4.386267 0.0 0.1 0.1 0.50
H -4.203481 -1.154419 4.891367 -0.1 0.0 0.1 0.44
H -5.221181 -2.602919 3.177367 -0.1 -0.1 0.0 0.45
H -4.163781 -2.839619 0.971167 -0.1 -0.1 -0.1 0.53
F 1.633319 0.089581 -2.729333 0.1 0.0 0.0 -0.10
C 2.938619 -0.264019 -2.681533 -0.1 0.1 -0.7 0.87
F 3.618819 0.662981 -3.327033 0.1 -0.3 0.5 -0.22
F 3.065619 -1.427819 -3.289733 0.2 0.1 0.2 -0.21
S 3.432119 -0.383619 -0.857533 0.4 0.1 -1.6 1.05
O 2.349619 0.394881 -0.232633 -1.4 0.0 0.4 -0.61
O 4.728319 0.132081 -0.713533 0.4 -0.1 0.2 -0.58
N 3.219919 -1.889319 -0.493233 0.0 -0.3 0.3 -0.65
S 1.744119 -2.285419 -0.196633 2.7 -2.7 0.0 1.09
O 0.861219 -1.961519 -1.304533 -1.3 1.3 -0.8 -0.78
O 1.176219 -1.829019 1.045467 -1.0 1.4 0.9 -0.64
C 1.952019 -4.141519 -0.107133 0.0 -1.3 0.1 0.50
F 2.031519 -4.627719 -1.332933 0.0 0.5 0.0 -0.19
F 3.050719 -4.413219 0.563067 -0.1 0.3 -0.1 -0.17
F 0.918719 -4.706619 0.511567 0.3 0.7 -0.1 -0.11
```
Positions in Å, forces in eV/Å.

Values from the calculation:
Multiplicity: 2
Orbital gap (spin up / spin down) (eV): 5.10 / 5.81
⟨S²⟩: 0.81
LUMO energy (spin up / spin down) (Ha): -0.321 / -0.295
E_HOMO (spin up / spin down) (eV): -13.84 / -13.83
Charge: +2

# 2
Density functional theory data (wB97M-V/def2-TZVPD) for C32H26ILuN3O8 as an isolated structure at a distorted geometry.

```
71
Properties=species:S:1:pos:R:3:forces:R:3:mulliken_charge:R:1
Lu -0.799390 0.258202 -0.489075 0.7 0.2 0.1 2.17
C -3.542958 3.860747 1.607403 0.2 0.1 0.0 -0.66
O -2.736118 5.019889 1.373009 -0.2 0.0 -0.1 -0.52
C -1.646402 5.036834 0.559244 0.1 -0.1 0.1 -0.07
C -1.121220 6.314000 0.366904 0.0 0.1 0.1 -0.51
C 0.072923 6.518718 -0.295061 0.0 -0.1 0.0 -0.77
C 0.773933 5.421675 -0.766813 0.0 0.3 0.0 -0.95
C 0.258466 4.138862 -0.623434 0.3 -0.2 -0.2 1.03
C 1.162255 3.064677 -1.074887 -0.2 0.4 0.2 -0.58
N 1.027264 1.818958 -0.895943 0.2 -0.8 -0.3 0.42
N 2.152587 1.092611 -1.349902 -0.3 0.3 0.2 -0.93
C 1.846917 -0.117575 -1.703994 -0.1 -0.5 -0.2 0.00
O 0.667094 -0.659392 -1.745216 1.0 0.0 -0.2 -0.31
C 2.999104 -0.984002 -2.119891 -0.1 0.0 0.1 0.23
C 4.312336 -0.635639 -1.816508 0.1 0.0 0.0 -0.32
C 5.360341 -1.470119 -2.178212 -0.1 0.0 0.0 -0.65
C 5.105761 -2.662330 -2.847912 0.0 0.0 0.0 -0.38
C 3.796426 -3.017861 -3.144179 0.0 0.1 0.0 -0.70
C 2.746151 -2.184016 -2.775058 0.1 -0.1 0.0 -0.11
C -0.985573 3.940990 -0.013877 0.0 0.0 0.0 0.62
O -1.457935 2.662806 0.078739 -0.1 -0.3 0.1 0.15
H -4.309864 4.194600 2.301082 0.0 0.0 0.0 0.30
H -2.972953 3.052606 2.060876 0.1 0.0 0.0 0.27
H -4.013537 3.504046 0.695575 -0.1 0.0 -0.1 0.29
H -1.680187 7.139912 0.791799 0.0 0.0 0.0 0.41
H 0.464697 7.520995 -0.419259 0.0 0.0 0.0 0.37
H 1.735522 5.544666 -1.252702 -0.1 0.0 0.0 0.37
H 2.084404 3.390953 -1.553791 0.0 0.1 0.0 0.26
H 4.492839 0.293095 -1.292434 0.0 0.0 0.0 0.44
H 6.379203 -1.194595 -1.930949 0.0 0.0 0.0 0.37
H 5.924652 -3.315294 -3.128150 0.0 0.0 0.0 0.37
H 3.590409 -3.949644 -3.658454 0.0 0.0 0.0 0.40
H 1.717471 -2.457499 -2.975551 0.0 0.0 0.0 0.38
O -4.018774 1.702999 -0.859127 -0.1 0.1 0.2 -0.72
C -3.572495 0.580310 -0.651118 0.3 -0.1 0.7 0.35
O -2.747594 0.266744 0.308438 -1.5 0.3 -0.6 -0.67
C -3.897329 -0.596276 -1.554773 0.2 -0.2 -0.2 -0.43
O -2.675367 -1.206351 -2.006542 -0.1 0.2 0.0 -0.33
C -2.324508 -0.825137 -3.341904 -0.2 -0.4 0.2 -0.42
C -1.905806 0.627237 -3.472666 0.3 0.6 0.5 0.66
O -1.986654 1.156430 -4.568266 0.0 0.0 0.0 -0.77
O -1.469261 1.147248 -2.374125 -0.4 0.1 -0.7 -0.57
H -2.396566 2.575241 -0.195774 -0.1 0.1 0.0 0.22
H -4.508088 -0.284300 -2.400198 0.0 0.0 -0.1 0.39
H -4.424333 -1.344858 -0.965528 -0.1 -0.1 0.0 0.38
H -3.151198 -1.029980 -4.021400 0.0 0.0 -0.1 0.41
H -1.465842 -1.440200 -3.614136 0.0 -0.1 0.0 0.18
I 3.431744 -4.325483 0.601600 0.1 0.0 0.1 0.08
C 1.520726 -4.103516 -0.175516 -0.1 0.0 0.0 -0.74
C 1.018267 -4.987451 -1.112754 0.0 0.0 0.0 -0.08
C -0.248140 -4.742198 -1.619060 0.0 0.0 -0.1 -0.89
C -0.946865 -3.626798 -1.180827 0.1 0.0 0.1 -0.30
N -0.458466 -2.781789 -0.275325 -0.1 0.1 -0.1 -0.05
C 0.753148 -3.019954 0.222226 -0.1 0.1 -0.1 0.07
H 1.605816 -5.831157 -1.449835 0.0 0.0 0.0 0.42
H -0.682794 -5.394272 -2.365105 0.0 0.0 0.0 0.40
H -1.921638 -3.379609 -1.585172 0.0 0.0 0.0 0.52
H 1.122164 -2.283936 0.927744 0.0 -0.1 0.0 0.38
C -0.006572 -0.281321 1.662803 0.1 0.1 0.4 -1.47
C 0.057547 -0.638213 2.830205 0.1 0.0 0.3 0.12
C 0.118923 -1.062423 4.208050 0.0 0.0 -0.2 0.56
C 0.742818 -2.263459 4.566492 0.0 0.0 0.0 -0.38
C 0.783584 -2.679993 5.890258 0.0 0.1 -0.1 -0.48
C 0.204062 -1.907286 6.889953 0.0 0.0 -0.1 -0.43
C -0.409390 -0.707716 6.548572 0.0 0.0 -0.1 -0.43
C -0.451052 -0.289413 5.225346 0.0 0.0 0.0 -0.44
H 1.194885 -2.866247 3.787877 0.0 0.0 0.0 0.48
H 1.269562 -3.615219 6.140853 0.0 0.0 0.0 0.37
H 0.232265 -2.234490 7.922047 0.0 0.0 0.0 0.36
H -0.861725 -0.092724 7.317226 0.0 0.0 0.0 0.35
H -0.929675 0.643683 4.956084 0.0 0.0 0.0 0.46
```
Positions in Å, forces in eV/Å.

Values from the calculation:
Relative energy (zero: lowest compared OMol25 entry of this formula, charge and spin) (kJ/mol): 51.7
Orbital gap (eV): 7.63
LUMO energy (Ha): 0.076
E_HOMO (eV): -5.55
Charge: -1

# 3
Density functional theory data (wB97M-V/def2-TZVPD) for C32H27BN5O2P2SSe2Sr as an isolated structure.

```
73
Properties=species:S:1:pos:R:3:forces:R:3:mulliken_charge:R:1
Sr 0.107772 0.292759 1.071070 -0.1 -0.5 -0.5 2.03
Se -7.336960 1.382855 -0.902567 0.0 0.0 0.0 -0.38
P -6.127548 1.750948 0.797552 0.0 0.0 -0.1 0.80
C -6.354647 0.538620 2.133589 -0.1 0.0 0.0 0.26
C -7.487723 -0.264235 2.171831 0.0 0.0 0.0 -0.02
C -7.668482 -1.151583 3.223827 0.0 0.0 0.0 -0.74
C -6.710222 -1.253416 4.221650 0.0 0.0 0.0 -0.55
C -5.568649 -0.464576 4.175838 0.0 0.0 0.0 -0.52
C -5.392971 0.436372 3.138136 0.0 0.0 0.0 -0.51
C -6.636855 3.335054 1.550695 0.0 0.0 0.1 0.54
C -5.932442 4.528942 1.447044 0.0 -0.1 0.0 -0.25
C -6.464524 5.695869 1.982843 0.1 0.0 0.0 -0.67
C -7.691077 5.680742 2.626421 0.0 0.0 0.0 -0.38
C -8.398794 4.489538 2.729842 0.0 0.0 0.0 -0.61
C -7.876187 3.327189 2.190482 0.0 0.0 0.0 -0.66
C -4.355245 1.780031 0.577370 0.0 0.0 0.1 0.96
C -3.481733 0.883271 -0.045829 0.1 0.0 0.0 -0.97
N -2.251438 1.211042 0.382837 0.0 0.2 0.0 0.07
N -2.348035 2.230455 1.214079 0.0 0.1 0.0 -0.81
N -3.603927 2.592736 1.358299 -0.1 0.0 0.0 -0.31
P -3.581622 -0.566452 -1.106789 0.0 0.0 0.0 0.67
Se -1.688462 -1.465587 -1.385001 0.0 0.0 0.0 -0.40
C -4.299948 -0.038363 -2.686570 0.0 0.0 0.0 0.42
C -4.541164 1.297956 -2.974025 0.0 0.0 0.0 -0.33
C -5.008662 1.665743 -4.228575 0.0 0.0 0.0 -0.78
C -5.244232 0.700828 -5.194291 0.0 0.0 0.0 -0.43
C -4.998509 -0.638251 -4.912182 0.0 0.0 0.0 -0.69
C -4.517241 -1.005290 -3.667178 0.0 0.0 0.0 -0.33
C -4.773502 -1.679204 -0.313829 0.0 0.0 0.0 0.43
C -6.015161 -1.991766 -0.855071 0.0 0.0 0.0 0.07
C -6.841347 -2.897033 -0.202001 0.0 0.0 0.0 -0.83
C -6.437905 -3.469642 0.994504 0.0 0.0 0.0 -0.50
C -5.208089 -3.139618 1.551089 0.0 0.0 0.0 -0.46
C -4.372497 -2.251569 0.894357 0.0 0.0 0.0 -0.46
H -8.204153 -0.205946 1.360520 0.0 0.0 0.0 0.36
H -8.545719 -1.787346 3.244173 0.0 0.0 0.0 0.39
H -6.831867 -1.972207 5.022739 0.0 0.0 0.0 0.36
H -4.795028 -0.580298 4.922545 0.0 0.0 0.0 0.43
H -4.495024 1.041136 3.097652 0.0 0.0 0.0 0.40
H -4.964123 4.539761 0.972552 0.1 0.0 0.0 0.39
H -5.905300 6.619611 1.900259 0.0 0.0 0.0 0.37
H -8.095797 6.592690 3.048778 0.0 0.0 0.0 0.36
H -9.359040 4.466745 3.230354 0.0 0.0 0.0 0.37
H -8.435644 2.401518 2.259564 0.0 0.0 0.0 0.28
H -4.372669 2.051423 -2.216366 0.0 0.0 0.0 0.39
H -5.197680 2.709940 -4.442971 0.0 0.0 0.0 0.39
H -5.613521 0.989837 -6.171001 0.0 0.0 0.0 0.36
H -5.168939 -1.394794 -5.668261 0.0 0.0 0.0 0.37
H -4.288247 -2.042613 -3.453085 0.0 0.0 0.0 0.41
H -6.345562 -1.519975 -1.769659 0.0 0.0 0.0 0.38
H -7.808962 -3.138819 -0.625701 0.0 0.0 0.0 0.35
H -7.091293 -4.166892 1.506434 0.0 0.0 0.0 0.40
H -4.887757 -3.560080 2.495503 0.0 0.0 0.0 0.48
H -3.401183 -2.011595 1.314537 0.0 0.0 0.0 0.09
S 2.913689 -2.305171 -0.783936 0.0 0.0 0.0 -0.34
C 1.812437 -1.364067 -0.144914 0.0 0.1 0.1 -0.61
B -2.595990 -2.844840 4.464422 0.0 0.0 0.0 0.14
C -1.813331 -1.923778 3.432228 0.0 0.0 0.0 0.01
N -1.243005 -1.262650 2.674330 -0.1 0.0 0.1 -0.61
H -3.784054 -2.783882 4.207264 0.0 0.0 0.0 -0.24
H -2.191986 -3.984677 4.341148 0.0 0.0 0.0 -0.17
H -2.380637 -2.419408 5.585313 0.0 0.0 0.0 -0.19
O 1.429311 1.310157 2.935307 0.2 0.1 0.1 -0.86
C 2.109658 2.061879 2.216347 0.0 0.0 0.0 0.98
C 3.272211 2.889842 2.744772 0.0 0.0 0.0 -0.70
C 3.704974 3.672044 1.515024 0.0 0.0 0.0 -0.25
C 2.762623 3.166576 0.407629 0.0 0.0 0.0 0.07
O 2.811557 3.584337 -0.732133 0.0 0.0 0.0 -0.70
N 1.895719 2.224873 0.900144 0.0 0.2 0.1 -0.43
H 4.033481 2.209767 3.128783 0.0 0.0 0.0 0.24
H 2.927211 3.503971 3.576836 0.0 0.0 0.0 0.27
H 4.734423 3.486739 1.208845 0.0 0.0 0.0 0.21
H 3.577062 4.750553 1.612057 0.0 0.0 0.0 0.21
```
Positions in Å, forces in eV/Å.

Values from the calculation:
Relative energy (zero: lowest compared OMol25 entry of this formula, charge and spin) (kJ/mol): 31.4
Multiplicity: 2
Orbital gap (spin up / spin down) (eV): 3.76 / 7.29
⟨S²⟩: 0.76
LUMO energy (spin up / spin down) (Ha): 0.138 / 0.138
E_HOMO (spin up / spin down) (eV): 0.01 / -3.53
Charge: -2

charge of number 3 (C32H27BN5O2P2SSe2Sr)? -2

Which of these has the highest charge? C32H26F6N2O4P2ReS2

Look up the charge of the second one. -1

Which value of charge does entry 2 give? -1